(1)
Formula: C42H45F4LuNO6PSSi
Source: the Open Molecules 2025 dataset
Level of theory: the ωB97M-V functional and the def2-TZVPD basis

```
102
Properties=species:S:1:pos:R:3:forces:R:3
Lu -1.052 0.058 -0.849 0.0 0.4 0.2
C -0.013 3.638 -0.762 -0.3 0.6 0.1
O -0.634 2.670 -1.595 -0.1 -0.3 0.4
C -0.091 2.687 -2.883 -0.3 -0.1 -0.6
C -0.934 1.761 -3.754 -0.2 0.2 0.5
O -0.959 0.426 -3.184 -0.1 0.2 -0.5
C -0.685 -0.624 -4.131 0.9 0.0 -0.2
C 0.810 -0.910 -4.065 -0.6 -0.1 0.4
O 1.037 -1.395 -2.759 0.9 0.3 0.3
C 2.431 -1.284 -2.421 -0.5 0.3 -0.2
H -0.204 4.612 -1.230 0.0 0.1 0.3
H 1.063 3.495 -0.679 0.0 -0.2 0.0
H -0.476 3.597 0.233 0.2 0.0 -0.4
H 0.965 2.383 -2.822 -0.1 0.0 -0.3
H -0.185 3.700 -3.329 0.2 -0.3 0.2
H -0.543 1.747 -4.781 0.0 -0.2 0.3
H -1.978 2.130 -3.770 0.4 -0.2 0.0
H -1.006 -0.343 -5.145 0.0 0.0 0.4
H -1.206 -1.525 -3.824 -0.2 0.1 0.2
H 1.407 -0.013 -4.237 0.0 0.3 -0.1
H 1.104 -1.649 -4.800 0.0 -0.3 -0.4
H 3.010 -1.964 -3.028 0.3 -0.2 -0.4
H 2.575 -1.552 -1.386 -0.2 0.0 0.3
H 2.767 -0.244 -2.574 -0.1 -0.4 0.1
C -3.964 -0.467 -3.320 -0.1 0.8 0.4
Si -4.388 0.908 -2.103 0.7 -0.6 0.7
C -5.810 0.361 -1.041 -0.4 0.1 -1.3
C -4.888 2.323 -3.192 0.9 0.4 -1.5
N -3.020 1.250 -1.019 -0.4 -0.7 -1.1
C -3.224 2.140 -0.029 0.3 1.2 1.3
C -4.169 3.216 0.013 0.1 -0.6 -0.2
C -4.294 4.085 1.082 0.2 0.2 -0.1
C -3.435 4.023 2.182 -0.6 0.5 0.4
C -2.469 3.032 2.214 0.0 -0.4 -0.4
C -2.412 2.161 1.134 0.0 0.1 0.3
F -1.393 1.181 1.196 -0.2 0.2 -0.4
H -4.886 -0.702 -3.851 0.0 -0.1 -0.1
H -3.600 -1.337 -2.810 0.1 -0.7 0.1
H -3.221 -0.111 -4.023 0.0 0.0 -0.3
H -6.726 0.237 -1.626 0.0 0.0 -0.1
H -6.012 1.100 -0.307 -0.2 0.6 0.9
H -5.576 -0.574 -0.594 0.2 -0.8 0.6
H -4.607 2.070 -4.251 -0.1 0.2 0.8
H -4.309 3.222 -2.941 -0.4 0.0 -0.1
H -5.946 2.533 -3.248 -0.4 0.2 0.3
H -4.809 3.337 -0.854 -0.1 0.1 0.2
H -5.048 4.870 1.028 0.2 -0.2 0.0
H -3.558 4.730 3.017 0.2 -0.4 -0.5
H -1.794 2.933 3.064 -0.1 -0.1 -0.3
O -1.290 -2.126 -1.331 0.0 -0.2 -0.5
S -2.419 -2.554 -0.446 0.0 0.5 0.2
O -3.536 -3.096 -1.149 -0.1 -0.7 0.0
O -2.738 -1.353 0.353 0.3 -0.2 0.1
C -1.713 -3.789 0.659 -0.3 0.7 -0.6
C -2.335 -5.022 0.732 -0.7 -0.2 -0.1
C -1.906 -5.944 1.662 0.8 0.6 0.2
C -0.810 -5.626 2.464 -0.5 -0.4 0.3
C -0.183 -4.400 2.369 0.0 0.1 -0.1
C -0.621 -3.444 1.449 -0.3 -0.2 0.2
P 0.094 -1.753 1.368 0.4 0.2 0.0
C -0.152 -1.255 3.100 0.0 0.3 0.2
C 0.817 -1.377 4.100 -0.1 -0.6 -0.8
C 0.502 -1.143 5.419 -0.4 0.6 0.1
C -0.785 -0.702 5.721 0.1 0.1 0.4
C -1.735 -0.481 4.722 0.9 -0.5 1.0
C -1.422 -0.759 3.422 0.2 -0.4 -0.8
C 1.874 -2.132 1.276 0.0 -0.8 -0.5
C 2.339 -3.333 0.712 0.4 0.2 0.1
C 3.711 -3.573 0.598 -0.4 1.0 0.8
C 4.615 -2.597 1.062 -0.6 -0.6 -0.9
C 4.154 -1.368 1.524 -0.1 -1.3 0.1
C 2.793 -1.160 1.643 -0.1 0.3 0.0
H -3.204 -5.256 0.120 0.2 0.3 0.0
H -2.426 -6.865 1.786 -0.2 -0.6 0.0
H -0.502 -6.327 3.232 0.1 0.0 -0.1
H 0.627 -4.182 3.048 0.2 0.1 0.0
H 1.799 -1.744 3.827 0.0 0.1 0.1
H 1.277 -1.252 6.168 -0.2 -0.1 0.1
H -1.063 -0.536 6.758 0.0 0.1 -0.1
H -2.712 -0.182 5.007 -0.8 0.4 0.1
H -2.179 -0.656 2.652 0.1 0.0 0.0
H 1.650 -4.089 0.352 0.0 0.1 0.1
H 4.033 -4.526 0.219 0.3 -0.1 -0.2
H 5.663 -2.812 0.948 0.3 0.1 0.2
H 4.856 -0.645 1.858 0.4 0.7 0.1
H 2.417 -0.213 1.998 0.1 0.1 0.2
F 8.336 3.286 0.111 0.2 -0.1 -0.2
C 7.842 2.441 1.017 -0.4 -0.5 0.9
F 8.566 1.286 0.964 -0.1 0.6 -0.2
F 8.085 2.981 2.234 -0.1 -0.1 -0.3
C 6.376 2.149 0.795 0.4 -0.2 -0.5
C 6.044 1.518 -0.412 -0.2 0.5 0.0
C 4.741 1.221 -0.737 -0.3 -0.2 0.9
C 3.721 1.510 0.187 -0.7 0.7 -0.1
C 4.057 2.147 1.395 0.6 -0.1 -0.6
C 5.391 2.458 1.708 -0.9 -0.6 -0.3
C 2.334 1.223 -0.154 0.2 -0.4 0.1
C 1.208 0.813 -0.433 0.4 0.2 0.2
H 6.799 1.345 -1.150 0.5 -0.2 -0.2
H 4.472 0.686 -1.632 0.2 0.1 -0.3
H 3.279 2.425 2.077 -0.3 0.0 0.3
H 5.611 2.862 2.678 0.2 0.3 0.1
```
Positions in Å, forces in eV/Å.

As for the net charge: 0. As for the HOMO energy: -7.093 eV. The LUMO energy comes out at 0.45 eV.

Löwdin population analysis, charges in e, atoms 1 to 8: 1.649, -0.076, -0.285, -0.206, -0.124, -0.302, -0.158, -0.194


(2)
Formula: C42H45F5N4OP
Source: the Open Molecules 2025 dataset
Level of theory: the ωB97M-V functional and the def2-TZVPD basis

```
98
Properties=species:S:1:pos:R:3:forces:R:3
C 6.044 3.614 15.469 0.2 -0.1 0.2
C 4.884 4.084 14.642 -0.2 0.1 -0.3
C 5.060 5.109 13.709 -0.2 -0.3 0.2
C 4.013 5.548 12.899 -0.3 -0.4 0.1
C 4.291 6.693 11.973 0.2 0.4 -0.3
C 2.757 4.907 12.998 0.2 0.4 0.3
N 1.623 5.351 12.226 0.8 -1.3 -0.8
P 1.201 4.817 10.616 -0.4 1.1 1.0
H 0.015 3.948 10.920 0.3 0.1 0.1
N 0.316 6.302 10.438 0.5 -0.7 -1.4
C -0.035 6.911 9.183 -0.1 0.5 0.0
C -1.328 6.702 8.679 0.5 0.2 -0.2
C -2.281 5.826 9.427 -0.5 -0.2 0.0
C -1.708 7.335 7.496 0.2 0.0 0.1
C -0.829 8.183 6.815 0.1 -0.2 0.3
C -1.249 8.816 5.522 -0.1 0.1 -0.2
C 0.436 8.421 7.361 -0.3 -0.1 -0.1
C 0.846 7.808 8.544 -0.4 -0.3 0.2
C 2.195 8.137 9.111 0.4 0.3 -0.1
C 0.110 6.948 11.643 0.5 -0.1 1.3
C 0.845 6.414 12.647 -1.0 0.9 -0.5
C 2.546 3.928 13.980 0.4 0.2 -0.3
C 1.178 3.358 14.178 -0.3 -0.4 0.3
C 3.612 3.520 14.780 0.1 0.1 -0.1
H 5.736 2.812 16.145 0.1 0.1 -0.1
H 6.855 3.235 14.833 -0.2 0.1 0.1
H 6.463 4.431 16.071 -0.1 -0.2 -0.1
H 6.039 5.589 13.614 -0.3 -0.1 0.0
H 3.393 7.156 11.560 0.1 -0.2 0.1
H 4.854 7.472 12.508 -0.2 -0.2 -0.1
H 4.943 6.379 11.145 -0.3 0.0 0.1
H -3.224 5.763 8.876 0.1 0.0 0.1
H -1.899 4.806 9.547 0.1 0.2 0.0
H -2.509 6.216 10.430 0.2 -0.1 -0.2
H -2.714 7.159 7.105 0.3 0.1 0.0
H -0.452 9.448 5.118 -0.2 -0.1 0.0
H -1.497 8.052 4.776 0.1 0.1 0.1
H -2.147 9.432 5.659 0.2 -0.1 0.0
H 1.120 9.107 6.854 -0.2 -0.2 0.1
H 2.672 8.890 8.471 -0.1 -0.2 0.1
H 2.142 8.575 10.117 -0.1 -0.3 -0.1
H 2.868 7.271 9.132 -0.2 0.1 0.1
H -0.516 7.822 11.691 -0.1 0.0 0.0
H 0.919 6.773 13.659 0.0 0.0 0.1
H 1.225 2.589 14.954 -0.1 0.0 -0.1
H 0.457 4.115 14.515 0.1 -0.1 -0.2
H 0.782 2.896 13.267 0.0 0.2 0.1
H 3.441 2.745 15.532 0.1 0.2 -0.2
C -0.696 -5.761 9.705 -0.4 -0.2 -0.2
N -0.329 -4.448 10.184 0.6 0.2 0.4
C 0.782 -4.253 10.954 0.2 -1.0 0.5
O 1.517 -5.134 11.391 -0.8 1.5 -0.7
C 0.898 -2.742 11.195 0.1 -0.8 0.9
C 2.103 -2.130 10.490 -0.1 0.2 -0.5
C 3.383 -2.725 10.986 0.6 -0.1 0.2
C 4.027 -3.748 10.290 -0.2 -0.2 -0.1
F 3.497 -4.188 9.120 0.3 0.3 0.7
C 5.166 -4.374 10.784 0.2 -0.3 -0.2
F 5.738 -5.393 10.111 -0.4 0.8 0.5
C 5.713 -3.938 11.993 0.3 -0.2 0.1
F 6.820 -4.526 12.481 -0.8 0.5 -0.4
C 5.110 -2.894 12.695 0.2 0.1 0.4
F 5.644 -2.465 13.856 -0.4 -0.3 -0.8
C 3.952 -2.312 12.190 -0.1 0.0 0.2
F 3.338 -1.337 12.918 0.3 -0.6 -0.5
N -0.388 -2.246 10.702 -0.2 2.4 0.2
C -0.683 -0.936 10.819 1.0 -1.6 0.1
C -1.836 -0.345 10.333 -1.2 1.1 -0.5
C -2.170 1.012 10.412 0.1 -1.7 0.3
C -3.459 1.489 9.974 -1.1 0.3 -0.5
C -3.874 2.823 10.241 0.4 -0.3 -0.1
C -5.080 3.321 9.754 -0.1 -0.2 0.0
C -5.951 2.490 9.031 0.5 0.1 0.3
C -5.605 1.152 8.812 0.4 -0.2 0.2
C -4.385 0.654 9.270 0.0 0.4 0.1
C -1.188 -3.278 10.005 -0.3 -0.8 -0.5
C -1.371 -2.995 8.509 0.3 0.1 -0.1
C -2.557 -3.539 10.653 0.1 0.0 0.4
H 0.115 -6.462 9.921 -0.1 0.3 0.0
H -1.615 -6.110 10.192 0.2 0.0 -0.1
H -0.867 -5.729 8.624 0.1 -0.1 0.2
H 0.989 -2.561 12.281 -0.1 -0.1 -0.4
H 2.013 -2.311 9.411 0.0 0.2 0.2
H 2.091 -1.051 10.677 0.1 -0.1 -0.1
H 0.057 -0.332 11.361 -0.2 -0.3 -0.2
H -2.536 -1.027 9.854 0.2 0.5 0.3
H -1.462 1.715 10.859 -0.2 -0.1 -0.1
H -3.221 3.454 10.851 -0.2 -0.1 -0.3
H -5.353 4.360 9.945 0.1 -0.4 0.0
H -6.894 2.883 8.649 0.3 -0.1 0.1
H -6.290 0.487 8.280 0.3 0.3 0.2
H -4.149 -0.393 9.070 -0.1 0.4 0.0
H -0.394 -2.968 8.008 -0.3 0.0 0.1
H -1.980 -3.795 8.067 0.2 0.3 0.1
H -1.879 -2.042 8.344 0.1 -0.2 -0.1
H -2.420 -3.916 11.675 -0.1 0.1 -0.2
H -3.166 -2.634 10.688 0.0 -0.2 0.0
H -3.091 -4.296 10.062 0.2 0.3 0.2
```
Positions in Å, forces in eV/Å.

As for the net charge: +1. As for the HOMO energy: -8.841 eV. The LUMO energy comes out at -4.97 eV.

Löwdin population analysis, charges in e, atoms 1 to 8: -0.053, -0.264, -0.010, -0.197, -0.039, -0.201, -0.285, 0.986


Question: The lowest net charge belongs to which entry?
Answer: C42H45F4LuNO6PSSi


Question: The highest net charge belongs to which entry?
Answer: C42H45F5N4OP